Record 1
{"formula": "C15H33As3O4PdTe", "method": "wB97M-V/def2-TZVPD", "symbols": ["Pd", "C", "As", "C", "C", "C", "C", "C", "As", "C", "C", "C", "As", "C", "C", "H", "H", "H", "H", "H", "H", "H", "H", "H", "H", "H", "H", "H", "H", "H", "H", "H", "H", "H", "H", "H", "H", "H", "H", "H", "H", "H", "O", "C", "O", "C", "O", "O", "C", "Te", "C", "H", "H", "H", "H", "H", "H"], "positions_angstrom": [[-1.372, -1.841, 0.146], [3.234, -1.799, 0.149], [1.207, -1.710, 0.000], [1.159, -3.277, -1.191], [1.241, -0.388, -1.490], [1.093, 1.123, -1.166], [1.579, 1.441, 0.248], [-0.371, 1.564, -1.324], [-1.744, 0.471, -0.376], [-3.281, 1.199, -1.329], [-1.927, 1.612, 1.216], [1.971, 1.858, -2.206], [2.289, 3.811, -2.325], [3.661, 3.995, -0.923], [0.857, 4.727, -1.338], [3.712, -1.822, -0.835], [3.486, -2.714, 0.690], [3.613, -0.949, 0.721], [1.920, -3.202, -1.974], [0.161, -3.351, -1.623], [1.329, -4.175, -0.595], [0.422, -0.701, -2.143], [2.175, -0.566, -2.033], [0.985, 0.897, 0.985], [1.487, 2.508, 0.467], [2.625, 1.150, 0.381], [-0.644, 1.515, -2.384], [-0.499, 2.599, -1.000], [-3.270, 2.294, -1.301], [-4.161, 0.786, -0.837], [-3.271, 0.827, -2.351], [-1.899, 2.675, 0.958], [-1.148, 1.372, 1.938], [-2.891, 1.364, 1.663], [1.616, 1.578, -3.201], [2.998, 1.478, -2.135], [4.522, 3.380, -1.186], [3.292, 3.685, 0.054], [3.983, 5.036, -0.875], [-0.084, 4.649, -1.881], [1.143, 5.779, -1.285], [0.719, 4.342, -0.329], [-3.904, -1.848, -1.743], [-3.900, -2.220, -0.546], [-4.242, -1.530, 0.456], [-3.469, -3.699, -0.281], [-4.340, -4.558, -0.108], [-2.193, -3.925, -0.276], [-1.207, -1.896, 4.976], [-2.074, -1.959, 2.981], [-0.972, -3.767, 2.690], [-1.314, -2.875, 5.445], [-1.741, -1.154, 5.572], [-0.153, -1.623, 4.929], [0.091, -3.529, 2.654], [-1.302, -4.203, 1.746], [-1.194, -4.435, 3.523]], "orbital_gap_ev": 4.51, "lumo_energy_ha": 0.156, "total_charge": -2, "max_force_ha_per_bohr": 0.0113, "relative_energy_kj_mol": 24.84}

=====

Record 2
{"formula": "C3H7BrS", "method": "wB97M-V/def2-TZVPD", "symbols": ["C", "C", "C", "S", "Br", "H", "H", "H", "H", "H", "H", "H"], "positions_angstrom": [[-0.056, -0.384, 1.284], [-0.432, 0.012, -0.088], [0.436, -0.464, -1.099], [-0.423, 2.247, -0.189], [-2.485, -0.242, -0.309], [-0.061, 0.548, 1.994], [0.948, -0.912, 1.274], [-0.807, -0.990, 1.690], [0.756, -1.489, -0.909], [1.279, 0.114, -1.239], [-0.040, -0.593, -2.095], [0.885, 2.154, -0.316]], "orbital_gap_ev": 9.32, "lumo_energy_ha": 0.003, "max_force_ha_per_bohr": 0.1028, "smiles": "CC(C)(S)Br", "relative_energy_kj_mol": 175.28}

=====

Record 3
{"formula": "C25H29BN9OPS5Tb", "method": "wB97M-V/def2-TZVPD", "symbols": ["Tb", "S", "C", "C", "N", "C", "S", "C", "N", "B", "N", "C", "C", "C", "N", "N", "C", "C", "C", "N", "H", "H", "H", "H", "H", "H", "H", "H", "S", "C", "S", "S", "C", "N", "C", "N", "C", "N", "C", "P", "C", "C", "H", "H", "H", "H", "H", "H", "H", "H", "H", "H", "H", "H", "H", "C", "C", "O", "C", "C", "C", "C", "C", "C", "H", "H", "H", "H", "H", "H", "H", "H"], "positions_angstrom": [[0.367, -1.042, 0.151], [2.210, -0.293, 2.123], [1.642, 1.276, 2.623], [2.328, 1.829, 3.714], [2.889, 2.248, 4.628], [0.609, 2.000, 2.066], [-0.447, 1.505, 0.781], [0.371, 3.304, 2.525], [0.159, 4.388, 2.845], [-0.300, -4.172, 0.897], [-0.657, -3.293, 2.120], [-0.853, -3.682, 3.380], [-1.082, -2.564, 4.157], [-1.013, -1.506, 3.260], [-0.754, -1.958, 2.031], [1.237, -4.069, 0.748], [2.156, -4.944, 1.152], [3.406, -4.457, 0.821], [3.142, -3.240, 0.202], [1.826, -3.013, 0.166], [-0.604, -5.297, 1.118], [-0.796, -3.702, -0.093], [-0.808, -4.720, 3.642], [-1.279, -2.521, 5.207], [-1.148, -0.454, 3.442], [1.874, -5.852, 1.646], [4.356, -4.922, 0.994], [3.835, -2.531, -0.217], [-2.851, -2.752, -3.552], [-1.961, -2.075, -2.374], [-0.112, -1.858, -2.742], [-2.424, -1.465, -0.895], [-0.403, 2.120, -4.456], [-1.118, 1.127, -3.666], [-2.414, 0.862, -4.293], [-3.208, 2.058, -4.487], [-2.436, 3.024, -5.243], [-1.150, 3.350, -4.646], [-1.311, 4.079, -3.402], [-2.277, 3.160, -2.075], [-1.289, 1.582, -2.293], [-3.661, 2.605, -3.225], [-0.199, 1.691, -5.446], [0.546, 2.348, -3.962], [-0.326, -0.653, -3.312], [-2.972, 0.161, -3.667], [-2.235, 0.404, -5.273], [-3.021, 3.941, -5.348], [-2.248, 2.596, -6.235], [-1.815, 5.028, -3.616], [-0.321, 4.302, -2.992], [-1.822, 0.809, -1.727], [-0.298, 1.726, -1.842], [-4.306, 3.468, -3.427], [-4.255, 1.849, -2.706], [4.114, 0.977, -0.643], [3.178, 0.407, -1.671], [2.048, 0.019, -1.338], [3.634, 0.313, -3.065], [4.774, 0.989, -3.520], [5.166, 0.888, -4.839], [4.435, 0.115, -5.730], [3.303, -0.556, -5.293], [2.905, -0.462, -3.975], [3.773, 0.667, 0.348], [4.083, 2.066, -0.679], [5.141, 0.654, -0.792], [5.354, 1.602, -2.845], [6.054, 1.404, -5.177], [4.753, 0.026, -6.758], [2.732, -1.162, -5.979], [2.045, -1.015, -3.626]], "orbital_gap_ev": [5.80, 5.82], "lumo_energy_ha": [0.040, 0.040], "total_charge": -1, "max_force_ha_per_bohr": 0.0309, "relative_energy_kj_mol": 0.00, "spin_multiplicity": 7}

=====

Record 4
{"formula": "CH2S3", "method": "wB97M-V/def2-TZVPD", "symbols": ["C", "S", "S", "S", "H", "H"], "positions_angstrom": [[0.108, 0.590, -0.302], [1.433, 1.830, -0.378], [0.162, -0.853, 1.114], [-1.089, -2.309, 0.851], [-0.902, 0.894, -0.326], [0.288, -0.152, -0.960]], "orbital_gap_ev": [4.89, 4.61], "lumo_energy_ha": [-0.126, -0.135], "max_force_ha_per_bohr": 0.0849, "relative_energy_kj_mol": 321.21}

=====

Record 5
{"formula": "C20H45O20P3", "method": "wB97M-V/def2-TZVPD", "symbols": ["C", "P", "C", "P", "P", "O", "O", "H", "H", "H", "H", "H", "H", "H", "H", "H", "C", "O", "C", "O", "O", "C", "H", "H", "H", "H", "H", "H", "C", "O", "C", "O", "O", "C", "H", "H", "H", "H", "H", "H", "C", "O", "C", "O", "O", "C", "H", "H", "H", "H", "H", "H", "C", "O", "C", "O", "O", "C", "H", "H", "H", "H", "H", "H", "C", "O", "C", "O", "O", "C", "H", "H", "H", "H", "H", "H", "C", "O", "C", "O", "O", "C", "H", "H", "H", "H", "H", "H"], "positions_angstrom": [[1.727, -0.913, 1.108], [1.254, -1.478, -0.653], [1.237, -3.422, -0.744], [-0.663, -0.683, -1.319], [-2.351, -1.472, -0.183], [-2.357, -0.658, 1.360], [-2.301, -3.208, -0.027], [2.762, -1.437, 1.375], [0.936, -1.279, 1.889], [1.876, 0.240, 1.243], [1.260, -3.746, -1.886], [2.168, -3.851, -0.155], [0.253, -3.756, -0.200], [-0.589, 0.751, -1.006], [-1.592, -1.092, 1.869], [-1.893, -3.440, 0.880], [-5.108, -0.376, 1.916], [-5.903, 0.493, 2.720], [-5.853, 1.798, 2.350], [-5.205, 2.256, 1.422], [-6.648, 2.505, 3.193], [-6.693, 3.904, 2.922], [-5.224, -1.393, 2.300], [-5.450, -0.360, 0.876], [-4.050, -0.101, 1.981], [-7.098, 4.091, 1.922], [-5.698, 4.350, 3.027], [-7.357, 4.370, 3.655], [-2.280, -2.996, 4.550], [-1.394, -3.965, 3.993], [-1.261, -5.092, 4.736], [-1.821, -5.323, 5.796], [-0.398, -5.920, 4.095], [-0.160, -7.155, 4.766], [-2.309, -2.137, 3.873], [-3.293, -3.403, 4.634], [-1.916, -2.655, 5.524], [-1.089, -7.728, 4.860], [0.289, -6.980, 5.750], [0.544, -7.737, 4.165], [-5.435, 3.531, -1.088], [-4.542, 3.567, -2.199], [-4.260, 4.816, -2.648], [-4.698, 5.859, -2.189], [-3.407, 4.703, -3.698], [-3.021, 5.948, -4.277], [-5.590, 2.484, -0.812], [-5.003, 4.053, -0.228], [-6.405, 3.963, -1.357], [-2.493, 6.567, -3.544], [-3.894, 6.477, -4.674], [-2.339, 5.739, -5.105], [0.903, 3.160, -9.129], [0.276, 2.288, -8.190], [-0.358, 2.925, -7.174], [-0.425, 4.134, -7.016], [-0.904, 1.984, -6.363], [-1.608, 2.513, -5.241], [1.378, 2.544, -9.897], [0.161, 3.802, -9.614], [1.677, 3.760, -8.641], [-2.451, 3.130, -5.570], [-0.934, 3.088, -4.598], [-2.003, 1.673, -4.663], [7.974, -3.381, 2.910], [6.695, -2.761, 3.029], [5.945, -3.220, 4.062], [6.274, -4.086, 4.858], [4.765, -2.550, 4.057], [3.868, -2.933, 5.097], [8.486, -2.938, 2.052], [8.577, -3.196, 3.805], [7.866, -4.456, 2.730], [4.307, -2.730, 6.079], [3.596, -3.989, 5.004], [2.959, -2.334, 4.997], [6.348, 0.008, 0.247], [5.275, 0.616, -0.469], [5.651, 1.239, -1.615], [6.788, 1.310, -2.052], [4.541, 1.768, -2.190], [4.787, 2.459, -3.413], [5.933, -0.460, 1.144], [6.824, -0.770, -0.358], [7.079, 0.760, 0.558], [5.201, 1.779, -4.164], [5.456, 3.310, -3.248], [3.831, 2.840, -3.783]], "orbital_gap_ev": 7.56, "lumo_energy_ha": 0.000, "max_force_ha_per_bohr": 0.0843, "smiles": "CP(C)#[PH]P(O)O.COC(=O)OC.COC(=O)OC.COC(=O)OC.COC(=O)OC.COC(=O)OC.COC(=O)OC"}

=====

Record 6
{"formula": "C2H3F2N", "method": "wB97M-V/def2-TZVPD", "symbols": ["F", "C", "N", "C", "F", "H", "H", "H"], "positions_angstrom": [[-1.842, -0.365, 0.114], [-0.529, -0.205, 0.471], [0.069, 0.994, 0.023], [0.632, -0.259, -0.328], [1.786, -0.353, 0.309], [-0.334, -0.549, 1.525], [-0.526, 1.350, -0.708], [0.744, -0.614, -1.407]], "orbital_gap_ev": 11.63, "lumo_energy_ha": 0.043, "max_force_ha_per_bohr": 0.0912, "smiles": "F[C@@H]1N[C@H]1F", "relative_energy_kj_mol": 79.00}

=====

Record 7
{"formula": "C3H6ClNO", "method": "wB97M-V/def2-TZVPD", "symbols": ["C", "C", "C", "N", "O", "Cl", "H", "H", "H", "H", "H", "H"], "positions_angstrom": [[0.869, 0.224, -0.315], [-1.671, 0.439, -0.171], [1.032, -1.225, -0.076], [-2.555, 1.549, -0.081], [-0.402, 0.751, -0.210], [-2.084, -1.232, 0.180], [1.454, 0.810, -0.908], [0.605, -1.890, -0.866], [0.525, -1.390, 0.927], [2.104, -1.553, -0.029], [-3.405, 1.220, 0.303], [-2.568, 2.319, -0.777]], "orbital_gap_ev": [7.87, 7.12], "lumo_energy_ha": [0.028, 0.029], "max_force_ha_per_bohr": 0.0684, "relative_energy_kj_mol": 437.34}

=====

Record 8
{"formula": "C6H4O", "method": "wB97M-V/def2-TZVPD", "symbols": ["C", "C", "C", "C", "C", "C", "O", "H", "H", "H", "H"], "positions_angstrom": [[-0.363, 3.052, 0.108], [-0.088, 1.868, 0.012], [0.105, 0.488, -0.031], [-0.303, -0.508, 0.805], [0.127, -1.714, 0.180], [0.750, -1.343, -0.970], [0.727, -0.009, -1.124], [-1.367, 3.146, 0.497], [-0.854, -0.389, 1.731], [0.006, -2.720, 0.550], [1.260, -1.870, -1.758]], "orbital_gap_ev": 9.11, "lumo_energy_ha": 0.013, "max_force_ha_per_bohr": 0.0306, "smiles": "C#Cc1ccco1", "relative_energy_kj_mol": 195.65}

=====

Record 9
{"formula": "C18H24N2O5S", "method": "wB97M-V/def2-TZVPD", "symbols": ["C", "O", "C", "C", "H", "H", "C", "N", "C", "O", "C", "H", "H", "S", "O", "C", "C", "C", "O", "C", "N", "C", "C", "C", "C", "C", "C", "H", "H", "H", "O", "C", "H", "H", "H", "H", "C", "H", "H", "H", "H", "H", "H", "H", "H", "H", "H", "H", "H", "H"], "positions_angstrom": [[-7.317, 1.307, 1.786], [-6.043, 0.773, 1.542], [-5.887, 0.296, 0.225], [-4.479, -0.265, 0.080], [-3.766, 0.527, 0.315], [-4.344, -1.071, 0.805], [-4.216, -0.790, -1.333], [-2.923, -1.426, -1.434], [-1.820, -0.726, -1.759], [-1.824, 0.435, -2.126], [-0.545, -1.538, -1.656], [-0.591, -2.405, -2.314], [0.321, -0.929, -1.900], [-0.279, -2.230, 0.048], [-1.532, -2.942, 0.358], [-0.405, -0.613, 0.955], [0.719, 0.249, 0.544], [0.721, 1.532, 0.061], [2.010, 1.863, -0.191], [2.740, 0.776, 0.137], [2.007, -0.208, 0.577], [4.178, 0.772, -0.010], [4.882, -0.375, 0.361], [6.262, -0.408, 0.233], [6.932, 0.713, -0.269], [6.227, 1.841, -0.635], [4.850, 1.883, -0.510], [4.294, 2.763, -0.793], [6.758, 2.699, -1.021], [8.005, 0.668, -0.361], [7.047, -1.467, 0.565], [6.429, -2.622, 1.083], [7.238, -3.323, 1.281], [5.734, -3.062, 0.362], [5.897, -2.408, 2.015], [4.314, -1.207, 0.742], [-0.362, 2.504, -0.217], [-1.004, 2.122, -1.012], [-0.969, 2.667, 0.672], [0.073, 3.448, -0.533], [-0.338, -0.886, 2.009], [-1.371, -0.157, 0.751], [-2.783, -2.274, -0.887], [-4.232, 0.036, -2.049], [-4.980, -1.521, -1.611], [-6.633, -0.488, 0.016], [-6.047, 1.114, -0.495], [-7.322, 1.640, 2.822], [-8.101, 0.552, 1.640], [-7.526, 2.159, 1.127]], "orbital_gap_ev": 8.65, "lumo_energy_ha": 0.020, "max_force_ha_per_bohr": 0.0264, "relative_energy_kj_mol": 177.68}

=====

Record 10
{"formula": "C4H15N2O2", "method": "wB97M-V/def2-TZVPD", "symbols": ["N", "C", "C", "C", "O", "C", "N", "H", "H", "H", "H", "H", "H", "H", "H", "H", "H", "H", "H", "H", "H", "H", "O"], "positions_angstrom": [[1.786, -0.888, 0.401], [0.399, -1.114, -0.096], [-0.274, 0.136, -0.652], [0.133, 0.359, -2.097], [0.276, 1.189, 0.187], [-0.396, -1.499, 1.159], [0.378, -2.509, 1.905], [1.793, -0.169, 1.166], [2.215, -1.738, 0.753], [2.326, -0.403, -0.329], [0.247, -1.974, -0.779], [-1.332, 0.099, -0.474], [-0.625, 0.610, -2.823], [0.923, 1.104, -2.250], [0.581, -0.551, -2.575], [-0.148, 2.001, -0.124], [-1.313, -2.047, 0.775], [-0.733, -0.673, 1.735], [0.155, -3.500, 1.828], [0.263, -2.411, 2.954], [-2.799, 3.643, -0.182], [-2.049, 4.255, -1.337], [-1.992, 3.532, -0.704]], "orbital_gap_ev": 10.82, "lumo_energy_ha": -0.107, "total_charge": 1, "max_force_ha_per_bohr": 0.0792, "relative_energy_kj_mol": 129.42}

=====

Record 11
{"formula": "C3H5NO2", "method": "wB97M-V/def2-TZVPD", "symbols": ["N", "C", "O", "C", "C", "O", "H", "H", "H", "H", "H"], "positions_angstrom": [[-1.363, -1.652, 0.777], [-0.637, -0.658, 0.549], [0.487, -0.445, 1.357], [1.705, -0.666, 0.906], [0.130, 1.271, -0.727], [-0.848, 0.298, -0.362], [-2.159, -1.670, 0.139], [1.585, -1.058, -0.155], [0.934, 1.354, 0.012], [-0.387, 2.229, -0.799], [0.553, 0.998, -1.697]], "orbital_gap_ev": 9.47, "lumo_energy_ha": 0.005, "max_force_ha_per_bohr": 0.0106, "relative_energy_kj_mol": 455.26}

=====

Record 12
{"formula": "C14H22F5N2", "method": "wB97M-V/def2-TZVPD", "symbols": ["C", "C", "C", "C", "C", "F", "F", "C", "F", "F", "F", "H", "H", "H", "H", "H", "H", "H", "H", "C", "C", "C", "C", "N", "H", "H", "H", "H", "H", "H", "H", "C", "C", "C", "C", "N", "H", "H", "H", "H", "H", "H", "H"], "positions_angstrom": [[-2.289, -1.566, -0.041], [-1.192, -1.357, 1.007], [0.189, -1.927, 0.589], [1.417, -1.055, 0.911], [1.914, -0.276, -0.206], [3.180, 0.310, 0.070], [2.082, -1.020, -1.373], [1.134, 0.976, -0.704], [1.805, 1.746, -1.604], [-0.017, 0.633, -1.314], [0.816, 1.802, 0.307], [-2.018, -1.027, -0.954], [-2.436, -2.624, -0.285], [-3.239, -1.158, 0.318], [-1.503, -1.798, 1.961], [-1.075, -0.277, 1.161], [0.171, -2.199, -0.474], [0.311, -2.878, 1.132], [1.150, -0.358, 1.717], [5.843, 1.508, 0.942], [6.166, 2.893, 1.487], [7.115, 2.881, 2.692], [6.574, 2.165, 3.849], [6.150, 1.625, 4.773], [5.311, 0.896, 1.671], [5.202, 1.581, 0.067], [6.756, 0.981, 0.653], [5.240, 3.402, 1.761], [6.639, 3.491, 0.705], [7.334, 3.901, 3.014], [8.061, 2.409, 2.418], [-6.725, 0.229, -2.247], [-6.168, -1.000, -2.954], [-6.506, -2.307, -2.226], [-5.949, -2.325, -0.874], [-5.503, -2.347, 0.187], [-6.296, 0.337, -1.250], [-6.488, 1.134, -2.807], [-7.811, 0.168, -2.147], [-5.084, -0.912, -3.043], [-6.570, -1.057, -3.967], [-6.103, -3.162, -2.770], [-7.588, -2.437, -2.153]], "orbital_gap_ev": 4.57, "lumo_energy_ha": 0.089, "total_charge": -1, "max_force_ha_per_bohr": 0.0164}

=====

Record 13
{"formula": "C4H10N2O", "method": "wB97M-V/def2-TZVPD", "symbols": ["C", "N", "C", "C", "N", "C", "O", "H", "H", "H", "H", "H", "H", "H", "H", "H", "H"], "positions_angstrom": [[-0.482, -2.824, -1.842], [0.120, -1.543, -1.493], [-0.496, -0.857, -0.385], [0.151, 0.525, -0.250], [-0.551, 1.305, 0.774], [0.142, 1.860, 1.810], [1.337, 2.013, 1.896], [0.182, -3.453, -2.431], [-0.784, -3.358, -0.943], [-1.392, -2.681, -2.447], [0.188, -0.999, -2.340], [-1.577, -0.718, -0.535], [-0.328, -1.428, 0.521], [0.270, 1.005, -1.220], [1.110, 0.360, 0.242], [-1.445, 1.710, 0.551], [-0.541, 2.203, 2.606]], "orbital_gap_ev": 9.75, "lumo_energy_ha": 0.032, "max_force_ha_per_bohr": 0.0320, "smiles": "CNCCNC=O", "relative_energy_kj_mol": 149.11}